No. 1
An isolated molecule of C4H8N2 at a distorted geometry, computed with the ωB97M-V functional and the def2-TZVPD basis.

Structure (XYZ):
```
14
Properties=species:S:1:pos:R:3:forces:R:3:lowdin_charge:R:1
H 1.56022 -1.33410 0.33962 -0.22 -0.31 0.06 0.097
N -1.64874 1.33492 0.44725 1.16 -0.25 -3.78 0.061
H 0.42591 -0.50408 -2.90639 -0.31 0.89 0.05 0.055
C -0.02366 -0.48177 -1.05521 1.90 -3.69 0.30 -0.258
C 0.54609 -0.97229 0.50047 -0.51 0.74 -3.34 -0.115
H -0.07788 0.20583 2.20829 0.11 0.21 -0.03 0.104
H 1.42742 0.78212 1.40682 -0.08 -0.08 0.11 0.108
H 0.26506 1.91914 -0.21915 -0.36 0.19 -0.08 0.108
H -0.17048 -1.73666 0.79838 0.24 -0.04 0.00 0.100
H -0.99377 -0.96451 -1.25402 -0.05 0.52 -0.05 0.104
H -2.20343 0.50324 0.22520 -0.12 -0.09 1.92 0.047
C 0.45822 0.30111 1.26480 -0.61 0.62 -0.82 -0.197
C -0.36584 1.14913 0.24578 -0.76 1.96 4.54 -0.304
N 0.80088 -0.20208 -2.00183 -0.39 -0.67 1.12 0.090
```
Positions in Å, forces in eV/Å.

Calculated values
DFT total energy ... -266.56117 hartree
SMILES string ... [H]/N=C\CC/C=N/[H]

No. 2
A cluster of 2 separate species, C4H8N2 in total at a distorted geometry, computed with the ωB97M-V functional and the def2-TZVPD basis.

Structure (XYZ):
```
14
Properties=species:S:1:pos:R:3:forces:R:3:lowdin_charge:R:1
C 1.77744 0.66499 -0.41714 -0.31 1.02 -0.23 -0.107
C -1.81556 -0.18756 -0.18749 -0.31 0.02 -0.04 -0.216
N -2.00657 -0.07971 2.43010 -0.02 -0.04 -1.01 0.146
H 0.26160 0.76896 1.12833 -0.26 -0.17 -0.02 0.124
H 1.42330 1.69673 -0.61598 1.50 0.42 -0.37 0.100
H 2.02160 0.18079 -1.36428 -0.21 0.08 0.25 0.074
C 0.43131 0.39862 0.11002 -0.42 -0.63 0.08 -0.329
H 1.54158 -1.69483 -0.34250 0.07 -0.70 -0.04 0.065
C -1.97396 -0.13115 1.27578 -0.10 0.08 0.99 -0.221
H 2.60495 0.64616 0.29930 -0.36 0.09 -0.10 0.085
H -2.24804 -1.12125 -0.55905 -0.02 0.11 0.12 0.118
H 0.80702 -1.67731 -0.46621 0.57 -0.64 -0.05 0.062
N -0.45250 -0.10012 -0.64475 0.03 0.49 0.31 -0.025
H -2.37217 0.63567 -0.64612 -0.15 -0.13 0.11 0.122
```
Positions in Å, forces in eV/Å.

Calculated values
DFT total energy ... -266.62694 hartree
SMILES string ... C/C=N/CC#N.[H][H]

No. 3
An isolated molecule of C4H8N2 at a distorted geometry, computed with the ωB97M-V functional and the def2-TZVPD basis.

Structure (XYZ):
```
14
Properties=species:S:1:pos:R:3:forces:R:3:lowdin_charge:R:1
H 0.21516 -1.41522 -1.51296 0.02 0.19 1.32 0.121
C -1.00522 0.71241 0.10173 -2.52 0.57 -4.60 -0.239
C 0.36970 1.05810 0.00336 -0.34 0.13 1.79 -0.346
H -1.64825 1.25230 0.73163 -0.25 0.40 2.14 0.104
N -0.96706 -0.70146 0.22095 -1.27 -1.07 0.90 -0.086
N 1.09835 0.57464 1.16057 0.83 -1.16 0.05 0.089
C 0.30504 -1.24269 -0.37900 -1.01 -0.53 -1.92 -0.124
C 1.23831 -0.01830 -0.20682 1.28 -2.86 0.35 -0.225
H -1.95665 -0.90923 -0.01090 1.63 -1.61 -0.17 0.134
H 0.73176 1.94315 -0.16294 1.16 5.21 -1.65 0.091
H 0.41740 -0.07546 1.53573 0.26 -0.08 1.12 0.073
H -1.60843 0.99475 -0.86355 1.33 -0.27 0.58 0.142
H 2.24210 0.08352 -0.66737 -1.01 -0.35 0.16 0.148
H 0.56778 -2.25652 0.04956 -0.10 1.42 -0.08 0.119
```
Positions in Å, forces in eV/Å.

Calculated values
DFT total energy ... -266.61352 hartree
SMILES string ... C1NC[C@H]2N[C@@H]12

No. 4
An isolated molecule of C4H8N2 at a distorted geometry, computed with the ωB97M-V functional and the def2-TZVPD basis.

Structure (XYZ):
```
14
Properties=species:S:1:pos:R:3:forces:R:3:lowdin_charge:R:1
H -0.94191 2.62855 0.04896 0.12 0.15 0.08 0.065
C 1.32512 -0.29411 0.21935 -1.21 1.19 0.73 -0.217
C -0.73821 1.75116 0.66312 -1.19 -0.77 -0.79 -0.095
H 0.56358 -2.07063 -1.46086 -0.06 0.04 -0.10 0.083
C -0.03563 -0.47264 -0.35971 0.43 -0.18 -0.28 -0.373
N 2.10256 -1.18881 0.63127 0.86 -0.30 0.21 0.100
H -1.50858 1.73371 1.43663 -0.06 0.08 0.04 0.066
C -0.95697 0.48078 -0.21867 0.85 1.19 1.22 -0.090
N -0.24265 -1.70785 -0.97432 -0.31 -0.09 -0.04 0.074
H 1.75715 -2.14527 0.52257 -0.18 0.24 -0.29 0.048
H 0.19679 1.88589 1.19858 0.08 -0.26 -0.31 0.051
H -1.08690 -1.75177 -1.52968 0.17 -0.11 0.04 0.088
H -1.95302 0.36638 -0.62717 -0.03 -0.04 -0.06 0.097
H 1.51869 0.78462 0.44992 0.53 -1.13 -0.45 0.102
```
Positions in Å, forces in eV/Å.

Calculated values
DFT total energy ... -266.68318 hartree
SMILES string ... [H]/N=C\C(N)=C/C

No. 5
A structure of composition C4H8N2, computed with the ωB97M-V functional and the def2-TZVPD basis.

Structure (XYZ):
```
14
Properties=species:S:1:pos:R:3:forces:R:3:lowdin_charge:R:1
N -0.00593 0.54264 -1.85084 -0.09 0.24 -0.05 -0.024
N -1.32051 0.36768 1.41827 0.25 -0.04 0.38 0.020
H -0.74649 1.19709 -1.59707 0.20 -0.09 -0.03 0.100
C 1.11910 0.53335 -0.97474 0.21 0.09 0.19 -0.174
C -0.31896 0.58747 2.16336 -0.18 0.04 -0.17 -0.144
H -1.21122 -0.93381 -0.82989 0.13 -0.01 -0.01 0.086
H -0.23359 -1.58280 -2.18894 -0.06 0.13 0.08 0.104
C 0.99151 -0.72727 -0.54994 0.01 -0.04 -0.07 -0.107
H 1.56506 -1.41150 0.05925 0.02 0.09 -0.15 0.082
H 1.82372 1.34656 -0.81493 -0.16 -0.12 -0.08 0.101
H 0.07296 -0.10907 2.91480 -0.10 0.03 -0.14 0.068
H 0.21871 1.53174 2.06163 -0.09 -0.05 0.01 0.060
C -0.26819 -0.84837 -1.37682 -0.10 -0.38 0.01 -0.215
H -1.69909 -0.56302 1.60734 -0.05 0.10 0.03 0.043
```
Positions in Å, forces in eV/Å.

Calculated values
DFT total energy ... -266.61625 hartree

No. 6
A cluster of 2 separate species, C4H8N2 in total, computed with the ωB97M-V functional and the def2-TZVPD basis.

Structure (XYZ):
```
14
Properties=species:S:1:pos:R:3:forces:R:3:lowdin_charge:R:1
H 0.25726 0.98798 2.56083 0.21 -0.08 0.00 0.101
C -0.15403 0.16796 0.58726 0.06 0.05 -0.08 -0.282
C -0.82217 -0.55433 -1.66727 0.03 -0.26 0.15 -0.114
H -1.49692 1.36325 -0.53336 0.13 -0.24 -0.02 0.134
N -1.92545 -0.76937 -0.87669 -0.09 -0.14 0.07 0.002
H 1.13893 0.58047 -1.73878 0.15 0.10 -0.12 0.047
H 1.63279 1.24196 1.36090 -0.37 -0.10 -0.11 0.104
H -0.04891 -1.33874 -1.54813 -0.11 0.11 -0.12 0.052
H 1.46342 -1.07975 0.81237 -0.31 0.05 -0.01 0.103
H -1.93892 -1.60564 -0.28106 0.15 0.17 0.01 0.111
C 0.71063 0.70986 1.61283 -0.04 0.29 0.18 -0.096
H 1.63534 0.67004 -1.19393 0.27 0.09 -0.08 0.064
C -1.08112 0.37120 -0.39186 0.01 0.19 0.23 -0.294
N 0.62915 -0.74488 1.29687 -0.09 -0.23 -0.12 0.069
```
Positions in Å, forces in eV/Å.

Calculated values
DFT total energy ... -266.46818 hartree

No. 7
An isolated molecule of C4H8N2 at a distorted geometry, computed with the ωB97M-V functional and the def2-TZVPD basis.

Structure (XYZ):
```
14
Properties=species:S:1:pos:R:3:forces:R:3:lowdin_charge:R:1
C -0.24225 -1.78851 0.47101 0.13 -0.10 -0.60 -0.148
H -0.52994 -2.93730 -1.40701 -0.35 1.52 0.10 0.110
H 0.37700 -2.53110 1.02404 -0.54 0.52 -0.87 0.105
C 0.38355 2.48027 0.31563 1.73 0.43 0.13 -0.091
H -1.74353 -1.47994 -1.20123 0.46 -0.27 0.31 0.104
H 1.28184 0.47698 0.95494 -0.46 0.12 -0.06 0.122
H -0.28442 2.79622 -0.46266 -0.62 -0.07 -0.28 0.046
N 0.07328 0.31666 -0.71088 -0.60 -0.33 0.03 0.017
N 0.35018 -1.06085 -0.68875 -0.02 -0.82 0.73 -0.146
H -0.88997 -1.20214 1.09653 0.04 0.34 0.33 0.084
H 0.04449 2.94122 1.29772 0.56 -0.97 -1.07 0.083
H 1.37461 2.97250 -0.00230 -1.21 -0.61 0.84 0.090
C -0.78425 -1.94410 -0.93162 0.67 -1.22 0.09 -0.149
C 0.58942 0.96007 0.24460 0.20 1.47 0.33 -0.227
```
Positions in Å, forces in eV/Å.

Calculated values
DFT total energy ... -266.62152 hartree
SMILES string ... C/C=N/N1CC1

No. 8
An isolated molecule of C4H8N2 at a distorted geometry, computed with the ωB97M-V functional and the def2-TZVPD basis.

Structure (XYZ):
```
14
Properties=species:S:1:pos:R:3:forces:R:3:lowdin_charge:R:1
H -1.28798 -0.15239 1.12645 0.94 0.02 -1.15 0.131
H 2.80419 -1.94047 0.49743 0.94 -1.29 0.28 0.060
N 0.48330 -0.24243 0.01623 2.43 0.98 -2.77 -0.068
H 0.30857 -2.11924 0.98149 1.50 2.47 -2.21 0.207
H 2.45426 -0.96476 -0.85543 -0.20 -1.19 0.04 0.098
H -3.17817 1.94972 0.35520 0.48 -0.72 0.77 0.059
N 0.86249 -1.41548 0.27382 -0.41 -5.15 2.85 -0.173
C -0.56560 0.27787 0.33198 -6.17 2.74 2.75 -0.219
H -0.40339 2.15137 -0.89375 0.10 -0.61 1.14 0.110
C -1.05275 1.61049 -0.15623 2.34 -0.84 -1.15 -0.172
H 1.90084 -2.68008 -0.99908 0.55 -0.93 -0.16 0.064
H -2.24859 3.18148 -0.36368 -0.08 2.74 -1.45 0.007
C 2.11615 -1.89301 -0.31377 -0.91 3.38 0.08 -0.072
C -2.19333 2.23694 -0.00067 -1.53 -1.59 0.98 -0.031
```
Positions in Å, forces in eV/Å.

Calculated values
DFT total energy ... -266.59697 hartree
SMILES string ... C=C/C=N/NC

No. 9
A cluster of 2 separate species, C4H8N2 in total, computed with the ωB97M-V functional and the def2-TZVPD basis.

Structure (XYZ):
```
14
Properties=species:S:1:pos:R:3:forces:R:3:lowdin_charge:R:1
H 3.01125 -1.19650 0.30223 -0.06 0.15 -0.04 0.105
C -0.98742 -0.82650 0.21310 0.05 -0.06 -0.01 -0.189
H -2.54022 0.40530 1.10124 0.04 -0.02 -0.14 0.065
C 1.38555 1.54678 -0.20036 -0.44 0.66 -0.36 -0.289
N 0.81409 2.42427 -0.70423 0.50 -0.76 0.41 0.149
H -0.22772 -0.55080 0.95290 -0.13 -0.05 -0.08 0.035
H 2.45464 -0.50691 -1.16836 -0.02 0.09 0.12 0.120
H -0.48292 -0.95603 -0.75225 -0.08 0.01 0.13 0.057
H -2.87111 -0.06969 -0.57020 0.11 0.05 0.09 0.063
C -2.07944 0.23371 0.12301 -0.06 0.07 -0.01 -0.167
N 2.53548 -0.42897 -0.15582 -0.02 0.06 0.15 0.061
H -1.67199 1.18761 -0.22796 -0.08 -0.14 0.07 0.044
C 2.05212 0.53854 0.57967 0.14 -0.18 -0.29 -0.118
H -1.39231 -1.80082 0.50704 0.04 0.13 -0.03 0.064
```
Positions in Å, forces in eV/Å.

Calculated values
DFT total energy ... -266.63583 hartree

No. 10
An isolated molecule of C4H8N2 at a distorted geometry, computed with the ωB97M-V functional and the def2-TZVPD basis.

Structure (XYZ):
```
14
Properties=species:S:1:pos:R:3:forces:R:3:lowdin_charge:R:1
C 0.58793 -0.47958 -0.00275 -2.14 0.22 -1.97 -0.399
H 0.00567 1.51438 0.46204 0.18 -0.23 0.13 0.105
C 0.56313 -1.13975 -1.16922 0.22 0.08 0.53 0.067
C -0.45788 0.52004 0.46352 0.05 0.28 0.13 -0.219
H 1.35986 -1.83557 -1.41895 -0.11 0.08 0.12 0.059
H -0.70873 0.29686 1.50936 0.25 0.07 -0.10 0.111
C -1.77192 0.61590 -0.30781 -0.13 -0.17 -0.06 -0.110
H -2.22523 1.59909 -0.13806 0.07 -0.20 0.02 0.073
N 1.61793 -0.73289 0.87594 2.46 0.21 1.58 -0.028
N 2.30696 0.26250 1.16930 -0.73 0.05 -0.50 0.095
H -0.20968 -1.00378 -1.91452 0.02 0.12 0.19 0.050
H 3.06937 0.01828 1.81274 -0.27 -0.56 0.02 0.061
H -2.48366 -0.13736 0.04615 0.10 0.05 -0.20 0.077
H -1.65374 0.50187 -1.38772 0.04 0.02 0.11 0.060
```
Positions in Å, forces in eV/Å.

Calculated values
DFT total energy ... -266.64426 hartree
SMILES string ... [H]/N=N/C(=C)CC

No. 11
A structure of composition C4H8N2 at a distorted geometry, computed with the ωB97M-V functional and the def2-TZVPD basis.

Structure (XYZ):
```
14
Properties=species:S:1:pos:R:3:forces:R:3:lowdin_charge:R:1
N -0.16053 -0.33277 -0.76114 0.22 -0.21 0.18 -0.090
C -1.58020 -0.08539 -0.79773 -0.19 0.23 -0.99 -0.242
H 0.43959 1.51405 -0.03810 0.03 -0.20 0.09 0.105
H 2.15165 -0.98681 0.55492 -0.06 0.14 -0.02 0.072
H -2.05135 -0.72578 -1.54486 0.08 0.10 -0.10 0.121
N -2.49777 -0.43127 1.58624 -0.40 -0.08 -0.15 0.147
H 2.51863 0.19814 -0.70515 -0.14 0.02 0.04 0.073
H 2.55546 0.67432 0.99935 -0.05 -0.08 -0.05 0.071
C -2.24271 -0.29773 0.47338 0.15 -0.13 1.35 -0.235
H -1.77024 0.95467 -1.07882 0.07 -0.07 -0.15 0.125
C 0.56544 0.45285 0.21207 -1.40 -0.20 3.21 -0.323
H 0.00988 -1.32255 -0.60546 0.02 0.13 -0.03 0.119
C 2.02866 0.06280 0.26356 0.08 -0.04 0.09 -0.120
H 0.03351 0.32549 1.44174 1.59 0.38 -3.48 0.176
```
Positions in Å, forces in eV/Å.

Calculated values
DFT total energy ... -266.67929 hartree

No. 12
An isolated molecule of C4H8N2 at a distorted geometry, computed with the ωB97M-V functional and the def2-TZVPD basis.

Structure (XYZ):
```
14
Properties=species:S:1:pos:R:3:forces:R:3:lowdin_charge:R:1
H 0.64599 -1.35044 -1.52883 0.13 0.66 0.27 0.135
H -0.35907 1.00284 -1.19521 -0.18 0.15 0.46 0.136
N -0.86094 0.53925 0.91967 0.29 0.26 0.73 -0.002
C -1.93860 0.06415 0.07786 0.25 -0.42 -0.71 -0.123
C 0.57400 -0.79915 -0.58071 0.56 1.64 -0.36 -0.240
H 2.42031 0.45125 -0.77070 0.86 -0.47 0.06 0.091
H 1.21903 -1.26800 1.34292 -0.17 0.09 0.18 0.095
H -2.21655 -0.97716 0.15304 -0.28 -0.03 0.66 0.090
N 1.55162 -1.22090 0.39053 -0.12 -0.56 0.47 0.022
H -0.93060 1.53765 1.06201 -0.15 0.06 0.10 0.097
C -0.50864 0.23054 -0.43589 -2.37 -0.27 -0.19 -0.346
H -2.76623 0.76524 -0.10206 0.57 -0.33 -0.44 0.102
H 1.48074 0.89437 0.71946 -0.38 -0.38 -0.84 0.111
C 1.68894 0.13037 -0.05209 0.98 -0.40 -0.38 -0.169
```
Positions in Å, forces in eV/Å.

Calculated values
DFT total energy ... -266.59012 hartree
SMILES string ... C1N[C@H]1[C@H]1CN1